Formula: C28H36AsN2O4S6Tc
Source: the Open Molecules 2025 dataset
Level of theory: ωB97M-V/def2-TZVPD

The geometry in XYZ format:
```
78
Properties=species:S:1:pos:R:3:forces:R:3
Tc 0.352457 -0.216705 -0.675433 0.344 0.241 -0.202
C 1.687591 -2.178346 -4.853564 -0.017 0.011 -0.003
C 1.287422 -1.212837 -3.766356 0.042 0.011 -0.046
S 0.799671 -1.945774 -2.300165 -0.136 -0.028 0.041
C 1.233367 0.118185 -3.986585 -0.025 0.031 -0.069
C 1.486074 0.826815 -5.289215 0.021 -0.005 -0.006
S 0.874650 1.183100 -2.661362 -0.154 -0.048 0.257
H 1.832599 -3.177284 -4.449019 -0.005 0.005 0.008
H 2.610942 -1.859949 -5.337735 -0.008 0.005 0.003
H 0.902940 -2.233339 -5.610998 0.014 0.004 0.003
H 1.590983 0.108214 -6.099711 -0.013 0.006 0.005
H 2.393523 1.434000 -5.252066 0.001 -0.018 -0.001
H 0.656950 1.491704 -5.541482 0.014 -0.001 0.014
S 2.779014 3.444182 1.599162 0.057 -0.086 0.054
As 1.486360 3.114187 0.065188 0.028 0.129 0.053
S 2.359871 0.873251 -1.289254 0.263 -0.031 0.185
S -0.159793 1.699363 0.540958 -0.029 -0.180 -0.320
S 1.072009 4.409045 -1.451657 -0.038 -0.027 -0.036
C -1.600441 0.547926 6.162349 -0.007 0.003 0.004
C -2.069927 0.543028 4.746876 -0.010 -0.004 0.047
C -3.300788 0.795189 4.186167 -0.020 -0.017 0.006
C -3.116661 0.647337 2.791726 -0.011 0.023 -0.011
N -1.865675 0.325969 2.517310 0.093 0.229 0.164
N -1.248272 0.263859 3.712264 -0.084 0.028 -0.055
C -4.116272 0.787900 1.689481 -0.007 0.008 -0.015
H -2.434404 0.761432 6.827815 0.009 -0.002 -0.008
H -0.835544 1.309403 6.325738 -0.009 -0.008 -0.008
H -1.181248 -0.419170 6.446223 -0.005 0.010 -0.005
H -4.207108 1.058522 4.707740 0.037 -0.018 -0.017
H -0.263542 0.067847 3.745387 0.050 -0.014 0.001
H -5.031883 1.253603 2.051727 0.012 0.002 -0.002
H -4.375221 -0.186329 1.268776 -0.001 0.009 0.019
H -3.713888 1.397531 0.878907 0.002 -0.015 0.012
O -4.452192 -1.389147 -3.837557 -0.338 0.223 -0.153
C -4.422076 -0.113993 -3.415815 -0.065 -0.196 -0.120
C -5.454547 0.735136 -3.814629 -0.033 0.040 -0.009
C -5.450848 2.056074 -3.417935 -0.021 0.003 -0.008
C -4.426928 2.566170 -2.617194 0.007 -0.009 0.003
C -3.412425 1.726384 -2.211186 0.001 0.021 0.017
C -3.397317 0.381654 -2.598148 0.137 0.037 0.000
C -2.315326 -0.532197 -2.177377 -0.006 0.222 0.235
O -2.249114 -1.687228 -2.568784 0.295 0.095 0.100
O -1.495425 0.021820 -1.285148 -0.234 -0.455 -0.060
H -3.644080 -1.823170 -3.499021 0.154 -0.098 0.092
H -6.240448 0.331105 -4.439455 0.017 0.011 0.014
H -6.256889 2.705480 -3.738301 0.020 -0.009 0.008
H -4.428377 3.605806 -2.318158 -0.004 -0.025 -0.004
H -2.608677 2.093400 -1.585634 0.001 0.001 0.007
C -1.179566 -3.764964 -0.357272 0.089 0.042 -0.047
C -1.284130 -3.496358 1.141825 -0.027 0.039 0.067
C -2.296839 -2.389354 1.417257 0.002 -0.080 -0.087
C 0.054871 -3.304832 1.843610 0.025 -0.146 0.080
C 0.315861 -4.182431 2.896332 -0.019 -0.043 -0.064
C 1.523922 -4.207860 3.564739 -0.012 -0.004 0.015
C 2.536481 -3.360185 3.158028 -0.017 0.069 -0.016
C 2.350143 -2.439447 2.132255 -0.113 -0.078 0.012
C 3.546968 -1.610076 1.720850 0.013 -0.034 -0.062
C 3.930729 -1.889999 0.263336 0.041 0.044 0.024
C 3.417635 -0.129824 2.078979 0.009 0.052 -0.030
C 1.079338 -2.399578 1.523355 -0.006 0.359 -0.227
O 0.802867 -1.380773 0.614230 -0.058 -0.197 0.288
H -2.059374 -4.318583 -0.691083 -0.005 0.042 0.002
H -0.297786 -4.354624 -0.611886 0.013 -0.024 0.019
H -1.163925 -2.843668 -0.938970 -0.001 -0.136 0.087
H -1.675931 -4.410455 1.592414 -0.026 -0.003 0.031
H -1.982573 -1.448882 0.967824 -0.058 -0.032 0.025
H -2.432918 -2.212060 2.485449 0.022 -0.035 -0.048
H -3.263158 -2.664921 0.986708 0.024 -0.020 -0.011
H -0.463088 -4.882035 3.174615 0.016 0.011 0.008
H 1.684181 -4.904326 4.377764 -0.001 0.006 -0.019
H 3.505766 -3.400146 3.640903 -0.024 -0.007 -0.012
H 4.371901 -1.993344 2.326664 0.021 -0.003 -0.032
H 3.127701 -1.668748 -0.436251 -0.049 0.031 -0.037
H 4.183476 -2.944944 0.138752 -0.010 0.020 0.008
H 4.802737 -1.297060 -0.019596 -0.008 0.001 0.002
H 2.466360 0.304535 1.784694 -0.120 0.050 -0.160
H 4.213200 0.455162 1.613682 -0.024 -0.004 -0.016
H 3.502885 0.015730 3.157551 -0.034 -0.039 0.006
```
Positions in Å, forces in eV/Å.

Output
Total charge: 0
LUMO level (spin up / spin down), hartree: -0.0947 / -0.0952
HOMO level (spin up / spin down), eV: -8.208 / -8.275
ΔE to the lowest compared entry with this formula, charge and spin, kcal/mol: 33.2
Gap between HOMO and LUMO (spin up / spin down), hartree: 0.2069 / 0.2089

Mulliken charges, unit e, in atom order: number 1, Tc, carries 0.598; number 2, C, carries -1.800; number 3, C, carries 0.773; number 4, S, carries -0.291; number 5, C, carries 0.282; number 6, C, carries -1.446; number 7, S, carries 0.020; number 8, H, carries 0.472; number 9, H, carries 0.405; number 10, H, carries 0.378; number 11, H, carries 0.453; number 12, H, carries 0.274; number 13, H, carries 0.338; number 14, S, carries -0.324; number 15, As, carries 0.276; number 16, S, carries -0.150; number 17, S, carries -0.325; number 18, S, carries -0.326; number 19, C, carries -1.288; number 20, C, carries 0.596; number 21, C, carries -1.260; number 22, C, carries 0.708; number 23, N, carries 0.040; number 24, N, carries 0.144; number 25, C, carries -1.005; number 26, H, carries 0.336; number 27, H, carries 0.304; number 28, H, carries 0.307; number 29, H, carries 0.451; number 30, H, carries 0.080; number 31, H, carries 0.384; number 32, H, carries 0.176; number 33, H, carries 0.095; number 34, O, carries -0.683; number 35, C, carries 0.416; number 36, C, carries -0.702; number 37, C, carries -0.300; number 38, C, carries -1.139; number 39, C, carries -0.308; number 40, C, carries -0.340; number 41, C, carries 0.591; number 42, O, carries -0.874; number 43, O, carries 1.269; number 44, H, carries 0.380; number 45, H, carries 0.459; number 46, H, carries 0.381; number 47, H, carries 0.446; number 48, H, carries 0.525; number 49, C, carries -1.115; number 50, C, carries 0.316; number 51, C, carries -1.073; number 52, C, carries 0.508; number 53, C, carries -1.310; number 54, C, carries -1.377; number 55, C, carries -1.031; number 56, C, carries -0.136; number 57, C, carries 0.306; number 58, C, carries -1.159; number 59, C, carries -1.176; number 60, C, carries 1.195; number 61, O, carries 1.232; number 62, H, carries 0.479; number 63, H, carries 0.324; number 64, H, carries -0.274; number 65, H, carries 0.610; number 66, H, carries -0.197; number 67, H, carries 0.369; number 68, H, carries 0.506; number 69, H, carries 0.426; number 70, H, carries 0.406; number 71, H, carries 0.411; number 72, H, carries 0.564; number 73, H, carries -0.041; number 74, H, carries 0.357; number 75, H, carries 0.391; number 76, H, carries -0.031; number 77, H, carries 0.394; number 78, H, carries 0.330